[1]
Molecular formula: C29H29F5MoN2O3PTe
Method: DFT, the ωB97M-V functional and the def2-TZVPD basis

Total energy = -2634.88100 a.u.
Charge = -1
Strongest force on any atom = 0.601 eV Å⁻¹
E_LUMO = 2.0 eV
Relative energy (zero: lowest compared OMol25 entry of this formula, charge and spin) = 41.8 kJ/mol

Positions of all 71 atoms, in Å:
Mo -1.080 0.961 -0.967
C 4.746 -2.818 3.323
C 3.662 -2.097 3.806
C 2.659 -1.689 2.938
C 2.728 -1.971 1.573
C 3.822 -2.694 1.102
C 4.820 -3.118 1.970
P 1.331 -1.362 0.534
C 1.679 -2.203 -1.054
C 2.055 -1.533 -2.212
C 2.248 -2.233 -3.398
C 2.080 -3.608 -3.433
C 1.695 -4.284 -2.281
C 1.480 -3.582 -1.108
C 1.885 0.355 0.163
C 3.191 0.747 0.470
C 3.632 2.038 0.233
C 2.765 2.956 -0.331
C 1.472 2.577 -0.658
C 0.994 1.279 -0.424
H 5.527 -3.146 3.998
H 3.593 -1.859 4.861
H 1.807 -1.136 3.321
H 3.895 -2.922 0.046
H 5.663 -3.679 1.585
H 2.178 -0.457 -2.204
H 2.523 -1.693 -4.296
H 2.227 -4.152 -4.359
H 1.532 -5.355 -2.306
H 1.134 -4.107 -0.224
H 3.878 0.034 0.905
H 4.649 2.319 0.484
H 3.090 3.971 -0.531
H 0.823 3.304 -1.119
N -3.338 0.731 -1.868
C -3.627 -0.492 -2.626
C -3.461 -1.722 -1.744
C -2.020 -2.021 -1.374
O -1.559 -3.133 -1.487
O -1.363 -1.004 -0.867
H -3.993 0.833 -1.099
H -3.450 1.560 -2.455
H -2.930 -0.529 -3.463
H -4.641 -0.480 -3.035
H -3.874 -2.606 -2.225
H -4.012 -1.561 -0.809
F -0.618 0.410 -2.842
Te -1.288 2.979 -3.838
F -0.959 3.880 -5.532
F -1.384 4.721 -3.188
F 0.599 3.158 -3.518
F -3.308 3.123 -3.579
O -1.328 2.567 -1.687
C -2.081 3.961 1.233
C -2.401 2.880 2.226
C -2.906 3.163 3.487
C -3.174 2.143 4.389
C -2.938 0.824 4.038
C -2.430 0.496 2.785
C -2.145 -0.931 2.413
C -2.167 1.537 1.885
N -1.650 1.266 0.630
H -2.452 4.925 1.580
H -2.501 3.747 0.250
H -1.002 4.036 1.083
H -3.093 4.194 3.762
H -3.571 2.379 5.369
H -3.152 0.029 4.744
H -2.828 -1.608 2.929
H -1.123 -1.205 2.690
H -2.212 -1.092 1.340

From a Löwdin analysis of the wavefunction, the atomic charges in e read: atom 1 (Mo): 1.80, atom 2 (C): -0.11, atom 3 (C): -0.10, atom 4 (C): -0.11, atom 5 (C): -0.39, atom 6 (C): -0.09, atom 7 (C): -0.09, atom 8 (P): 1.10, atom 9 (C): -0.39, atom 10 (C): -0.08, atom 11 (C): -0.08, atom 12 (C): -0.10, atom 13 (C): -0.10, atom 14 (C): -0.13, atom 15 (C): -0.40, atom 16 (C): -0.10, atom 17 (C): -0.10, atom 18 (C): -0.09, atom 19 (C): -0.14, atom 20 (C): -0.25, atom 21 (H): 0.09, atom 22 (H): 0.10, atom 23 (H): 0.10, atom 24 (H): 0.10, atom 25 (H): 0.10, atom 26 (H): 0.10, atom 27 (H): 0.10, atom 28 (H): 0.09, atom 29 (H): 0.10, atom 30 (H): 0.11, atom 31 (H): 0.09, atom 32 (H): 0.10, atom 33 (H): 0.10, atom 34 (H): 0.06, atom 35 (N): -0.05, atom 36 (C): -0.24, atom 37 (C): -0.10, atom 38 (C): -0.60, atom 39 (O): 0.08, atom 40 (O): -0.29, atom 41 (H): 0.10, atom 42 (H): 0.03, atom 43 (H): 0.12, atom 44 (H): 0.11, atom 45 (H): 0.12, atom 46 (H): 0.12, atom 47 (F): -0.57, atom 48 (Te): 1.94, atom 49 (F): -0.55, atom 50 (F): -0.43, atom 51 (F): -0.51, atom 52 (F): -0.59, atom 53 (O): -0.73, atom 54 (C): -0.04, atom 55 (C): -0.21, atom 56 (C): -0.06, atom 57 (C): -0.09, atom 58 (C): -0.06, atom 59 (C): -0.21, atom 60 (C): -0.04, atom 61 (C): -0.24, atom 62 (N): -0.15, atom 63 (H): 0.08, atom 64 (H): 0.07, atom 65 (H): 0.09, atom 66 (H): 0.10, atom 67 (H): 0.10, atom 68 (H): 0.11, atom 69 (H): 0.08, atom 70 (H): 0.07, atom 71 (H): 0.05



[2]
Molecular formula: C29H29GdN3Si
Method: DFT, the ωB97M-V functional and the def2-TZVPD basis

Spin multiplicity = 8
Total energy = -2341.52248 a.u.
Charge = +1
Strongest force on any atom = 3.485 eV Å⁻¹
E_LUMO (spin up / spin down) = -4.8 / -4.8 eV

Positions of all 63 atoms, in Å:
C -3.421 -1.516 -0.354
C -2.459 -1.478 -1.408
C -1.480 -2.477 -1.127
H -2.558 -0.938 -2.364
C -1.779 -3.072 0.144
C -3.006 -2.492 0.603
H -3.648 -2.896 1.398
H -4.388 -1.009 -0.393
H -0.674 -2.765 -1.806
H -1.327 -3.996 0.489
Gd -0.835 -0.634 0.331
C 3.237 1.131 2.872
H 0.315 -1.252 -1.374
H 3.181 2.218 3.263
H 2.199 0.806 3.177
Si 1.830 -0.719 -0.957
C 2.702 0.858 -1.655
C 2.294 1.051 -2.966
H 1.780 0.240 -3.464
C 2.587 2.190 -3.705
H 2.224 2.270 -4.715
C 3.391 3.191 -3.171
H 3.629 4.080 -3.712
C 3.908 3.007 -1.869
H 4.587 3.746 -1.439
C 3.584 1.862 -1.145
H 4.090 1.728 -0.159
C 3.357 -1.945 -1.159
C 4.435 -1.721 -2.028
H 4.600 -0.758 -2.490
C 5.364 -2.732 -2.336
H 6.165 -2.575 -3.061
C 5.278 -3.947 -1.651
H 5.985 -4.750 -1.872
C 4.333 -4.131 -0.643
H 4.360 -5.033 -0.022
C 3.376 -3.139 -0.407
H 2.701 -3.339 0.420
H 3.225 1.177 1.761
H 4.101 0.595 3.303
C -5.429 -0.482 5.008
C -4.329 -1.283 4.647
C -3.484 -0.877 3.617
C -3.743 0.323 2.906
C -4.820 1.138 3.313
C -5.671 0.738 4.354
N -2.959 0.675 1.789
N -3.386 1.805 1.265
C -2.682 2.210 0.145
C -2.933 3.453 -0.456
C -2.232 3.797 -1.602
C -1.295 2.889 -2.135
C -1.109 1.659 -1.527
N -1.715 1.364 -0.344
H -6.083 -0.839 5.805
H -4.108 -2.226 5.158
H -2.601 -1.438 3.305
H -4.961 2.089 2.800
H -6.506 1.372 4.674
H -3.680 4.080 0.041
H -2.378 4.750 -2.099
H -0.678 3.094 -3.012
H -0.463 0.874 -1.957

From a Löwdin analysis of the wavefunction, the atomic charges in e read: atom 1 (C): -0.17, atom 2 (C): -0.25, atom 3 (C): -0.33, atom 4 (H): 0.12, atom 5 (C): -0.21, atom 6 (C): -0.17, atom 7 (H): 0.11, atom 8 (H): 0.12, atom 9 (H): 0.10, atom 10 (H): 0.11, atom 11 (Gd): 1.33, atom 12 (C): -0.06, atom 13 (H): -0.11, atom 14 (H): 0.05, atom 15 (H): 0.01, atom 16 (Si): 0.76, atom 17 (C): -0.35, atom 18 (C): -0.18, atom 19 (H): 0.09, atom 20 (C): -0.09, atom 21 (H): 0.10, atom 22 (C): -0.07, atom 23 (H): 0.10, atom 24 (C): -0.07, atom 25 (H): 0.11, atom 26 (C): -0.09, atom 27 (H): 0.10, atom 28 (C): -0.31, atom 29 (C): -0.10, atom 30 (H): 0.09, atom 31 (C): -0.07, atom 32 (H): 0.11, atom 33 (C): -0.08, atom 34 (H): 0.11, atom 35 (C): -0.09, atom 36 (H): 0.11, atom 37 (C): -0.13, atom 38 (H): 0.09, atom 39 (H): -0.02, atom 40 (H): 0.03, atom 41 (C): -0.05, atom 42 (C): -0.06, atom 43 (C): -0.03, atom 44 (C): -0.26, atom 45 (C): -0.01, atom 46 (C): -0.05, atom 47 (N): 0.06, atom 48 (N): 0.09, atom 49 (C): -0.28, atom 50 (C): 0.03, atom 51 (C): -0.01, atom 52 (C): -0.01, atom 53 (C): -0.13, atom 54 (N): -0.09, atom 55 (H): 0.11, atom 56 (H): 0.12, atom 57 (H): 0.10, atom 58 (H): 0.11, atom 59 (H): 0.12, atom 60 (H): 0.13, atom 61 (H): 0.12, atom 62 (H): 0.12, atom 63 (H): 0.08



[3]
Molecular formula: C29H29MoN2O4S4Te
Method: DFT, the ωB97M-V functional and the def2-TZVPD basis

Spin multiplicity = 4
Total energy = -3461.98046 a.u.
Strongest force on any atom = 1.261 eV Å⁻¹
E_LUMO (spin up / spin down) = -0.5 / -2.6 eV
Relative energy (zero: lowest compared OMol25 entry of this formula, charge and spin) = 7.9 kJ/mol

Positions of all 70 atoms, in Å:
Mo -0.266 -0.940 0.167
N 1.988 -0.541 0.410
C 2.820 -0.175 -0.759
C 2.654 -1.205 -1.869
C 1.315 -1.068 -2.533
O 1.156 -0.812 -3.693
O 0.283 -1.228 -1.693
H 2.079 0.162 1.141
H 2.322 -1.418 0.812
H 3.869 -0.103 -0.466
H 2.499 0.813 -1.092
H 2.738 -2.207 -1.438
H 3.427 -1.085 -2.624
O -5.720 3.244 -0.469
C -4.764 2.522 -0.432
S -3.088 3.107 -0.360
C -2.354 1.533 -0.177
C -3.157 0.463 -0.201
S -2.616 -1.178 0.059
S -4.867 0.751 -0.417
S -0.642 1.431 0.117
C -0.531 5.034 8.315
C -0.439 4.031 7.195
C 0.043 4.399 5.946
C 0.143 3.486 4.901
C 0.685 3.961 3.572
C -0.271 2.167 5.126
Te -0.140 0.829 3.480
N -0.007 -1.248 2.146
C 0.258 -2.524 2.022
O 0.270 -2.986 0.801
C 0.539 -3.465 3.142
C 0.892 -2.985 4.397
C 1.137 -3.865 5.440
C 1.020 -5.234 5.227
C 0.668 -5.715 3.972
C 0.432 -4.833 2.927
C -2.223 0.734 3.234
C -2.788 1.987 2.991
C -4.150 2.103 2.779
C -4.938 0.958 2.808
C -4.363 -0.276 3.052
C -2.988 -0.429 3.266
C -2.462 -1.819 3.490
C -0.747 1.764 6.379
C -1.212 0.362 6.677
C -0.825 2.712 7.392
H -0.245 6.031 7.981
H 0.123 4.759 9.145
H -1.547 5.090 8.708
H 0.345 5.427 5.775
H 0.804 5.043 3.575
H 0.037 3.706 2.729
H 1.666 3.528 3.357
H 0.984 -1.916 4.551
H 1.419 -3.489 6.414
H 1.205 -5.924 6.040
H 0.579 -6.781 3.808
H 0.164 -5.187 1.940
H -2.167 2.877 2.960
H -4.585 3.074 2.583
H -6.003 1.030 2.630
H -4.983 -1.165 3.064
H -3.162 -2.385 4.106
H -1.492 -1.846 3.980
H -2.348 -2.339 2.536
H -0.790 -0.386 6.007
H -2.298 0.285 6.590
H -0.937 0.072 7.691
H -1.197 2.409 8.366

From a natural (NBO) analysis of the wavefunction, the atomic charges in e read: atom 1 (Mo): 1.16, atom 2 (N): -0.79, atom 3 (C): -0.21, atom 4 (C): -0.53, atom 5 (C): 0.80, atom 6 (O): -0.57, atom 7 (O): -0.72, atom 8 (H): 0.40, atom 9 (H): 0.40, atom 10 (H): 0.19, atom 11 (H): 0.21, atom 12 (H): 0.23, atom 13 (H): 0.24, atom 14 (O): -0.56, atom 15 (C): 0.20, atom 16 (S): 0.33, atom 17 (C): -0.41, atom 18 (C): -0.39, atom 19 (S): 0.02, atom 20 (S): 0.36, atom 21 (S): -0.05, atom 22 (C): -0.63, atom 23 (C): 0.02, atom 24 (C): -0.22, atom 25 (C): -0.03, atom 26 (C): -0.65, atom 27 (C): -0.31, atom 28 (Te): 1.16, atom 29 (N): -0.86, atom 30 (C): 0.58, atom 31 (O): -0.71, atom 32 (C): -0.17, atom 33 (C): -0.18, atom 34 (C): -0.22, atom 35 (C): -0.19, atom 36 (C): -0.23, atom 37 (C): -0.11, atom 38 (C): -0.23, atom 39 (C): -0.26, atom 40 (C): -0.22, atom 41 (C): -0.18, atom 42 (C): -0.21, atom 43 (C): -0.05, atom 44 (C): -0.63, atom 45 (C): -0.02, atom 46 (C): -0.64, atom 47 (C): -0.22, atom 48 (H): 0.22, atom 49 (H): 0.22, atom 50 (H): 0.22, atom 51 (H): 0.21, atom 52 (H): 0.23, atom 53 (H): 0.22, atom 54 (H): 0.22, atom 55 (H): 0.21, atom 56 (H): 0.22, atom 57 (H): 0.22, atom 58 (H): 0.22, atom 59 (H): 0.23, atom 60 (H): 0.22, atom 61 (H): 0.23, atom 62 (H): 0.23, atom 63 (H): 0.22, atom 64 (H): 0.22, atom 65 (H): 0.22, atom 66 (H): 0.24, atom 67 (H): 0.21, atom 68 (H): 0.23, atom 69 (H): 0.23, atom 70 (H): 0.21



Which of these has the lowest total energy? C29H29MoN2O4S4Te



total energy of number 1 (C29H29F5MoN2O3PTe)? -2634.88100 a.u.